(1)
The following is a quantum chemistry calculation of 3 unconnected molecules or ions with the total composition C22H53BBrN4O7P2 at a distorted geometry, from the Open Molecules 2025 dataset.

```
90
Properties=species:S:1:pos:R:3
C 0.82547 -0.20983 2.10801
C 0.48556 1.13973 2.73835
C 1.38414 2.29080 2.26451
N 0.78604 3.12180 1.22615
C 0.68419 2.57222 -0.13140
C 1.90844 1.85300 -0.66886
O 2.93456 2.69216 -1.16721
C 3.60138 3.48388 -0.22095
O -0.39656 1.70450 -0.17657
B -1.65237 2.47340 -0.28700
C -2.71068 1.47911 -1.05894
C -3.02771 1.84873 -2.48401
C -2.91944 0.73874 -3.52776
N -3.38541 3.02619 -2.80700
P -2.48411 3.00418 1.46510
O -1.81440 4.49233 1.78875
Br -4.56911 3.72622 0.81526
O -1.21400 3.71676 -0.98175
C 0.17633 3.76631 -1.03262
P 0.58029 3.68767 -2.82588
O 0.74867 2.36902 -3.45964
O -0.60746 4.48367 -3.53001
O 1.85617 4.65056 -3.01805
H 0.15343 -0.99212 2.46685
H 0.68730 -0.16322 1.02800
H 1.85470 -0.50765 2.32061
H -0.54052 1.36853 2.45903
H 0.53684 1.05829 3.82591
H 2.36851 1.88016 1.99970
H 1.55750 2.95157 3.11584
H 1.22999 4.02754 1.21745
H 1.58063 1.25824 -1.51322
H 2.33004 1.16273 0.07015
H 4.51821 3.84108 -0.68958
H 3.87573 2.91465 0.67137
H 3.02176 4.36757 0.06011
H -3.66812 1.35943 -0.54219
H -2.23371 0.49835 -1.04324
H -2.41108 -0.11396 -3.08346
H -2.32910 1.11133 -4.36315
H -3.90565 0.40237 -3.84487
H -3.54807 3.05989 -3.81428
H -2.19701 4.79477 2.61341
H 0.53889 4.73853 -0.66884
H -1.08597 5.04142 -2.90556
H 2.48447 4.20404 -3.59126
C 0.66595 -0.92701 -2.79573
C 2.08969 -0.84702 -3.32066
N 2.81603 -2.10611 -3.22397
C 4.23991 -1.96839 -3.45197
C 4.71399 -1.51842 -4.84092
C 2.17630 -3.24543 -3.85157
C 1.84598 -3.15391 -5.34867
H 0.64679 -1.30675 -1.77221
H 0.22128 0.06973 -2.79700
H 0.03585 -1.56739 -3.41659
H 2.63678 -0.11177 -2.72590
H 2.06314 -0.45134 -4.34741
H 4.71866 -2.92141 -3.20454
H 4.61508 -1.25025 -2.71585
H 4.62128 -2.31174 -5.58244
H 5.76960 -1.23983 -4.79605
H 4.16055 -0.64884 -5.19563
H 1.24781 -3.44662 -3.31216
H 2.80462 -4.12316 -3.67315
H 1.39403 -2.19519 -5.60500
H 1.12962 -3.93430 -5.61561
H 2.72571 -3.29424 -5.97622
C -0.99559 -4.58303 3.47393
C -1.15815 -3.50884 4.53926
N -2.24448 -2.59135 4.25981
C -2.22421 -1.39949 5.08752
C -2.44118 -1.55971 6.59841
C -3.54399 -3.19810 4.04409
C -4.12730 -4.07005 5.16606
H -0.89465 -4.13257 2.48597
H -0.09777 -5.16898 3.67636
H -1.83936 -5.27421 3.45448
H -0.23827 -2.91875 4.57438
H -1.25136 -3.99729 5.52443
H -2.96322 -0.69707 4.69493
H -1.25570 -0.91504 4.92927
H -3.48245 -1.76695 6.84396
H -2.17039 -0.63092 7.10447
H -1.82353 -2.35448 7.01966
H -3.48692 -3.80439 3.13673
H -4.24788 -2.39839 3.80363
H -3.38429 -4.75496 5.57812
H -4.94642 -4.67567 4.77208
H -4.53034 -3.47508 5.98447
```

Strongest force on any atom: 0.02184 Eh/bohr
Gap between HOMO and LUMO: 6.686 eV
Charge: -1

***

(2)
The following is a quantum chemistry calculation of C5H10N2 in the gas phase at a distorted geometry, from the Open Molecules 2025 dataset.

```
17
Properties=species:S:1:pos:R:3
C 2.00704 1.97452 0.17494
C 1.34844 0.88764 0.55559
N 0.61491 0.07451 -0.28881
N -0.23498 -0.88903 0.26544
C -0.02602 -2.21730 -0.27052
C -1.54124 -0.35080 0.25143
C -2.02989 0.82769 -0.10617
H 2.61392 2.52629 0.87009
H 2.03082 2.29981 -0.85449
H 1.35640 0.53970 1.57912
H 0.43744 0.42707 -1.22617
H -0.54399 -2.93080 0.36929
H 1.04406 -2.41861 -0.24154
H -0.37947 -2.33681 -1.29253
H -2.23656 -1.11407 0.62400
H -1.39398 1.64064 -0.44166
H -3.06689 1.05954 0.03201
```

Strongest force on any atom: 0.05280 Eh/bohr
Energy relative to the best compared isomer or geometry (same formula, charge and spin): 56.6 kcal/mol
SMILES string: C=CNN(C)C=C
Gap between HOMO and LUMO: 9.107 eV
Charge: 0

***

(3)
The following is a quantum chemistry calculation of C3H6N4O in the gas phase at a distorted geometry, from the Open Molecules 2025 dataset.

```
14
Properties=species:S:1:pos:R:3
H 1.34110 2.49905 0.05731
N 1.66169 1.55523 -0.04684
C 0.58926 0.81605 -0.06311
N -0.76539 1.05705 0.04614
C -1.47296 -0.10120 -0.04609
O -2.80629 0.11201 -0.08419
C -0.60375 -1.18326 0.06596
N 0.63533 -0.55873 0.05092
N 1.89100 -1.26549 -0.13178
H -1.37964 1.81079 0.13039
H -3.21541 -0.76876 -0.17394
H -0.64734 -2.32305 0.07779
H 2.33628 -1.02251 0.76406
H 2.43610 -0.62720 -0.64662
```

Strongest force on any atom: 0.05685 Eh/bohr
Energy relative to the best compared isomer or geometry (same formula, charge and spin): 62.4 kcal/mol
SMILES string: [H]/N=c1\[nH]c(O)cn1N
Gap between HOMO and LUMO: 7.630 eV
Charge: 0

***

(4)
The following is a quantum chemistry calculation of C6H10O in the gas phase, from the Open Molecules 2025 dataset.

```
17
Properties=species:S:1:pos:R:3
C 1.96546 0.84878 -0.20704
C 1.17403 -0.39727 0.09623
O 0.52956 -0.36304 1.38855
C -0.66505 -0.94781 0.84192
C -1.77340 0.08774 0.62936
C -1.17180 0.41395 -0.76606
C -0.14994 -0.73645 -0.59643
H 1.32628 1.73614 -0.19053
H 2.74559 0.97387 0.55187
H 2.44981 0.76221 -1.18687
H 1.84255 -1.27031 0.04053
H -0.89102 -1.92790 1.27877
H -1.78392 0.89821 1.36188
H -2.76940 -0.36553 0.56715
H -1.87688 0.25612 -1.58588
H -0.73673 1.41136 -0.88851
H -0.13366 -1.51151 -1.36264
```

Strongest force on any atom: 0.00776 Eh/bohr
Energy relative to the best compared isomer or geometry (same formula, charge and spin): 30.8 kcal/mol
SMILES string: C[C@H]1O[C@H]2CC[C@H]21
Gap between HOMO and LUMO: 10.540 eV
Charge: 0

***

(5)
The following is a quantum chemistry calculation of C6H9N in the gas phase, from the Open Molecules 2025 dataset.

```
16
Properties=species:S:1:pos:R:3
C 1.02905 0.74072 -0.74682
C 0.16518 -0.21764 0.03832
C -1.25210 0.28296 0.01594
C -1.57473 1.65029 -0.33559
N -1.72788 0.86647 -1.30422
C 0.70694 -0.87731 1.28130
C 0.33548 -1.71341 0.08843
H 0.79209 1.73852 -0.34072
H 0.73300 0.79476 -1.79932
H 2.09807 0.52611 -0.67331
H -1.99176 -0.31301 0.55152
H -1.71587 2.70288 -0.11895
H 0.08866 -0.92273 2.17415
H 1.77032 -0.76055 1.48560
H 1.12392 -2.19994 -0.47927
H -0.58037 -2.29812 0.16294
```

Strongest force on any atom: 0.01210 Eh/bohr
Energy relative to the best compared isomer or geometry (same formula, charge and spin): 70.4 kcal/mol
SMILES string: CC1([C@H]2C=N2)CC1
Gap between HOMO and LUMO: 10.423 eV
Charge: 0

***

(6)
The following is a quantum chemistry calculation of a molecular structure, C17H35As3F8N2O5PtS2, from the Open Molecules 2025 dataset.

```
73
Properties=species:S:1:pos:R:3
Pt 1.11296 -0.62947 0.44708
C -1.74212 -2.85978 1.59753
As -1.04613 -1.07613 1.49058
C -1.01733 -0.50000 3.32469
C -2.42461 0.07565 0.75508
C -2.76300 0.10286 -0.74247
C -2.81836 -1.31801 -1.31147
C -1.75556 0.95982 -1.51489
As 0.02236 0.22464 -1.76975
C -0.05705 -0.76130 -3.42883
C 1.01400 1.80333 -2.28754
C -4.16757 0.72807 -0.88811
As -4.67970 2.63452 -0.58115
C -3.43921 3.24814 0.82397
C -3.79869 3.51925 -2.09614
H -1.87353 -3.31280 0.62360
H -2.70796 -2.73730 2.09331
H -1.07820 -3.46417 2.20690
H -2.05320 -0.56506 3.66226
H -0.67265 0.52678 3.39876
H -0.39738 -1.15651 3.92525
H -2.20006 1.06976 1.13672
H -3.29112 -0.29808 1.31345
H -1.85626 -1.84094 -1.24502
H -3.10138 -1.29651 -2.36464
H -3.56391 -1.91759 -0.78573
H -1.62205 1.92363 -1.02283
H -2.12944 1.15960 -2.52168
H -0.51192 -0.09511 -4.16202
H -0.64252 -1.66762 -3.32041
H 0.95131 -1.02333 -3.74286
H 0.45997 2.30744 -3.07893
H 1.99724 1.51913 -2.65591
H 1.12490 2.47645 -1.43938
H -4.86473 0.15875 -0.26687
H -4.50265 0.56005 -1.91695
H -3.64348 2.74066 1.76660
H -3.63786 4.30871 0.97579
H -2.38647 3.13674 0.55232
H -4.10651 3.04509 -3.02805
H -2.71144 3.54005 -2.03681
H -4.16294 4.54579 -2.11433
F 3.12114 -4.82382 -2.00630
C 2.28047 -5.09292 -1.02504
F 2.92983 -5.28426 0.10859
F 1.54797 -6.14275 -1.31833
S 1.07832 -3.68745 -0.80283
O 0.32080 -4.00357 0.35662
O 0.45586 -3.42894 -2.05618
N 2.00964 -2.36654 -0.33491
S 3.14895 -1.64057 -1.24546
O 3.13257 -1.88905 -2.63669
O 3.00141 -0.25705 -0.75406
C 4.80684 -2.14833 -0.55899
F 4.81118 -1.89992 0.74615
F 5.03145 -3.41880 -0.78254
F 5.70214 -1.39861 -1.16294
C 2.48248 3.92610 2.56511
N 2.24163 2.63751 1.89548
C 3.45599 1.88217 1.59592
C 1.01847 2.27339 1.64869
O 0.53461 1.22580 1.10935
H 3.05923 4.57000 1.90394
H 3.04662 3.74760 3.47875
H 1.53982 4.40565 2.81271
H 3.86548 1.47390 2.51813
H 4.17808 2.56787 1.15637
H 3.25757 1.09066 0.88591
H 0.26172 3.00591 1.93170
F 1.46075 -2.32687 2.71624
C 2.01859 -1.19370 2.22763
F 1.86073 -0.22595 3.17201
H 3.08387 -1.37267 2.08385
```

Strongest force on any atom: 0.00561 Eh/bohr
Energy relative to the best compared isomer or geometry (same formula, charge and spin): 10.9 kcal/mol
Gap between HOMO and LUMO: 5.406 eV
Charge: +2

***

Number 1: LUMO level 2.60 eV, HOMO -4.09 eV. Number 2: LUMO level 1.06 eV, HOMO -8.05 eV. Number 3: LUMO level 0.52 eV, HOMO -7.11 eV. Number 4: LUMO level 1.14 eV, HOMO -9.40 eV. Number 5: LUMO level 1.08 eV, HOMO -9.34 eV. Number 6: LUMO level -8.00 eV, HOMO -13.40 eV.